No. 1
ORCA calculation (ωB97M-V/def2-TZVPD) on a structure of composition C32H34I2N6O6PRu in a non-equilibrium geometry.

Last column: Mulliken charge in e.
Geometry (Å):
Ru -0.095 0.530 -0.275  0.863
I -3.397 -2.794 1.671  0.181
C -3.823 -1.111 0.500  -0.454
C -5.094 -0.700 0.220  -0.478
C -5.301 0.508 -0.462  -0.348
I -7.258 1.021 -1.024  0.186
C -4.217 1.379 -0.768  0.787
C -4.329 2.677 -1.276  -0.460
C -3.159 3.397 -1.551  -1.162
C -1.928 2.845 -1.315  -0.290
N -1.780 1.610 -0.775  -0.091
C -2.908 0.895 -0.516  0.258
C -2.684 -0.389 0.050  0.732
O -1.485 -0.839 0.171  -0.578
H -5.940 -1.301 0.510  0.464
H -5.293 3.124 -1.447  0.293
H -3.233 4.397 -1.943  0.435
H -1.024 3.390 -1.537  0.622
C -1.838 -6.352 2.952  -1.618
C -0.625 -5.517 3.212  1.109
C -0.128 -5.454 4.514  -1.171
C 1.020 -4.729 4.820  -1.164
C 1.679 -4.044 3.828  -0.429
C 1.184 -4.070 2.510  0.489
N 1.788 -3.314 1.543  0.070
C 3.072 -2.820 1.598  -0.551
C 4.127 -3.631 2.035  -0.080
C 5.424 -3.160 2.040  -0.677
C 5.700 -1.858 1.640  -0.881
C 4.663 -1.023 1.257  -0.338
C 3.353 -1.493 1.216  0.344
C 2.259 -0.577 0.800  1.300
O 2.243 0.614 1.245  -0.335
O 1.388 -0.992 0.010  -0.829
C 0.030 -4.827 2.189  0.772
C -0.389 -4.925 0.757  -1.648
H -2.244 -6.736 3.883  0.401
H -1.588 -7.203 2.323  0.387
H -2.612 -5.777 2.446  0.243
H -0.634 -5.998 5.298  0.393
H 1.386 -4.700 5.836  0.456
H 2.553 -3.454 4.056  0.479
H 1.199 -2.928 0.809  0.152
H 3.904 -4.648 2.320  0.595
H 6.227 -3.813 2.346  0.431
H 6.718 -1.499 1.620  0.466
H 4.864 -0.004 0.958  0.553
H 0.419 -5.334 0.152  0.389
H -0.648 -3.946 0.355  0.144
H -1.249 -5.572 0.646  0.451
N -1.761 -1.013 4.360  -0.074
C -1.401 0.412 4.489  -0.807
P -0.007 0.560 3.200  0.957
O 0.514 -0.847 3.167  -0.630
O -0.597 1.206 1.991  -0.416
C 1.342 1.648 3.919  -1.058
N 2.608 0.938 3.698  -0.210
H -2.393 -1.182 3.557  -0.040
H -2.164 -1.446 5.196  0.405
H -0.836 -1.450 4.054  0.265
H -1.074 0.623 5.506  0.433
H -2.233 1.068 4.240  0.396
H 1.175 1.864 4.975  0.506
H 1.356 2.584 3.361  0.378
H 2.644 0.791 2.542  0.010
H 2.547 -0.004 4.094  0.295
H 3.424 1.431 4.063  0.393
N 4.319 5.918 -0.924  -0.341
C 4.526 4.588 -1.008  0.008
O 5.617 4.060 -1.018  -0.567
C 3.287 3.750 -0.993  0.888
C 2.194 4.063 -0.175  -1.062
C 1.138 3.187 -0.104  -0.305
N 1.101 2.041 -0.806  0.288
C 2.137 1.741 -1.614  -0.615
C 3.247 2.550 -1.711  -0.717
H 5.120 6.527 -0.975  0.261
H 3.421 6.326 -1.122  0.202
H 2.190 4.969 0.412  0.472
H 0.286 3.374 0.541  0.770
H 2.045 0.821 -2.191  0.499
H 4.086 2.273 -2.330  0.556

Summary:
- 2S+1 = 6
- <S²> = 8.82
- net charge = +2
- orbital gap (spin up / spin down) (eV) = 5.47 / 3.67
- DFT total energy (Eh) = -3050.98525
- HOMO energy (spin up / spin down) (eV) = -11.4 / -11.4

---

No. 2
ORCA calculation (ωB97M-V/def2-TZVPD) on a cluster of 16 separate species, C49H135N11O29 in total in a non-equilibrium geometry.

Last column: Mulliken charge in e.
Geometry (Å):
C 1.618 -29.892 9.247  -0.784
O 0.423 -29.563 8.632  -0.409
C -0.654 -30.484 8.865  0.669
C -0.366 -31.749 7.971  -1.439
N -0.428 -31.376 6.549  -0.112
C 0.156 -32.353 5.668  -0.869
C 0.390 -31.700 4.255  -0.577
O 1.486 -30.772 4.372  -0.345
C 1.839 -30.041 3.137  -0.844
H 2.371 -29.120 9.092  0.302
H 2.132 -30.754 8.821  0.266
H 1.426 -29.884 10.320  0.305
H -1.602 -30.057 8.538  -0.354
H -0.790 -30.894 9.865  0.248
H -0.936 -32.610 8.320  0.440
H 0.643 -32.114 8.161  0.492
H 0.144 -30.551 6.437  0.246
H -0.620 -33.115 5.592  0.403
H 1.071 -32.832 6.017  0.415
H -0.489 -31.113 3.987  0.228
H 0.426 -32.456 3.470  0.545
H 2.272 -30.777 2.460  0.321
H 2.644 -29.307 3.177  0.288
H 1.140 -29.371 2.636  0.319
C -5.336 -33.986 14.252  -0.661
O -6.360 -33.123 14.677  -0.442
C -6.687 -32.043 13.762  -0.279
C -7.118 -32.434 12.305  -0.972
N -8.163 -33.396 12.250  -0.194
C -8.520 -33.680 10.875  -0.338
C -10.005 -34.080 10.749  -1.169
O -10.781 -32.900 11.006  0.189
C -12.046 -33.005 10.328  -1.027
H -5.473 -34.276 13.210  0.226
H -5.210 -34.880 14.862  0.328
H -4.417 -33.400 14.274  0.269
H -5.820 -31.390 13.664  0.256
H -7.595 -31.569 14.136  0.067
H -6.240 -32.811 11.780  0.733
H -7.246 -31.510 11.741  0.387
H -8.914 -33.010 12.804  0.190
H -8.035 -34.602 10.556  0.263
H -8.309 -32.790 10.282  0.305
H -10.389 -34.807 11.465  0.440
H -10.074 -34.527 9.757  0.473
H -12.615 -32.255 10.878  0.216
H -12.544 -33.974 10.327  0.421
H -12.078 -32.509 9.358  0.258
C -13.012 -23.155 5.569  -0.993
O -11.589 -23.084 5.296  -0.196
C -11.036 -22.196 4.293  -0.689
C -9.636 -21.913 4.629  -0.323
N -8.803 -23.124 4.687  -0.423
C -7.693 -23.212 5.656  0.153
C -6.523 -22.277 5.398  -0.267
O -6.841 -20.839 5.538  -0.345
C -5.885 -19.967 5.009  -0.986
H -13.365 -24.133 5.898  0.239
H -13.494 -22.920 4.621  0.427
H -13.280 -22.429 6.337  0.349
H -11.548 -21.235 4.271  0.448
H -11.250 -22.694 3.347  0.363
H -9.571 -21.298 5.526  0.170
H -9.123 -21.445 3.789  0.332
H -9.470 -23.796 5.039  0.274
H -7.214 -24.189 5.587  0.023
H -8.050 -23.202 6.685  -0.103
H -6.196 -22.497 4.382  0.557
H -5.736 -22.635 6.062  -0.064
H -6.023 -20.029 3.929  0.412
H -4.878 -20.281 5.285  0.314
H -5.896 -19.017 5.542  0.301
C 0.483 -21.091 8.478  -0.932
O -0.883 -21.243 8.367  -0.139
C -1.671 -20.080 8.062  -1.134
C -3.155 -20.401 8.160  0.703
N -3.771 -19.814 9.333  -0.509
C -5.280 -19.912 9.253  -0.966
C -5.769 -21.358 9.516  0.123
O -5.085 -21.844 10.748  -0.498
C -5.321 -23.241 11.105  -0.494
H 0.905 -20.253 9.033  0.383
H 0.855 -20.987 7.459  0.356
H 0.950 -21.970 8.922  0.221
H -1.341 -19.613 7.134  0.450
H -1.403 -19.334 8.810  0.408
H -3.241 -21.487 8.140  0.058
H -3.554 -20.012 7.223  -0.191
H -3.565 -20.395 10.133  0.410
H -5.709 -19.522 8.329  0.239
H -5.691 -19.315 10.067  0.417
H -5.628 -21.959 8.618  -0.023
H -6.838 -21.379 9.732  0.495
H -6.346 -23.582 11.251  0.222
H -4.860 -23.308 12.090  0.419
H -4.729 -24.006 10.604  -0.011
C -13.066 -27.231 12.745  -0.557
O -11.907 -26.995 13.605  -0.483
C -10.743 -27.040 12.922  0.685
C -9.563 -26.642 13.891  -1.115
N -8.305 -27.211 13.449  0.517
C -7.134 -26.656 14.136  0.035
C -6.966 -27.274 15.586  -0.999
O -7.045 -28.713 15.356  -0.106
C -6.524 -29.491 16.446  -0.950
H -13.905 -27.138 13.434  0.236
H -13.001 -28.253 12.371  0.079
H -13.193 -26.565 11.892  0.329
H -10.677 -26.362 12.071  -0.105
H -10.549 -28.019 12.482  -0.104
H -9.887 -26.951 14.885  0.287
H -9.452 -25.559 13.938  0.382
H -8.204 -28.154 13.798  0.026
H -7.043 -25.570 14.102  0.571
H -6.197 -26.857 13.617  -0.386
H -7.869 -26.930 16.091  0.310
H -6.151 -26.835 16.161  0.504
H -7.132 -29.442 17.349  0.341
H -5.488 -29.251 16.687  0.348
H -6.498 -30.574 16.333  0.203
C -8.528 -29.257 4.612  -0.777
C -8.586 -28.115 5.657  -0.178
O -7.580 -28.071 6.608  0.196
O -9.036 -30.428 5.157  -0.494
H -7.505 -29.460 4.294  0.319
H -9.114 -28.953 3.746  0.507
H -9.548 -28.072 6.168  0.192
H -8.432 -27.191 5.099  0.192
H -6.769 -28.254 6.129  -0.519
H -9.206 -31.072 4.466  0.230
C -6.092 -27.938 10.617  0.340
C -5.192 -27.950 9.342  1.732
O -4.358 -29.091 9.397  0.215
O -6.486 -26.704 11.010  0.283
H -5.556 -28.444 11.420  -0.487
H -6.936 -28.574 10.353  0.237
H -4.646 -27.016 9.206  -1.472
H -5.741 -27.891 8.403  -0.449
H -4.099 -29.353 10.284  -0.130
H -7.132 -26.892 11.694  -0.212
C -1.025 -25.279 9.502  -0.582
C -0.717 -24.170 10.513  -0.350
O -1.484 -24.547 11.650  -0.616
O -2.393 -25.148 9.205  -0.245
H -0.808 -26.281 9.871  0.308
H -0.429 -24.966 8.644  0.458
H -1.018 -23.175 10.185  0.230
H 0.325 -24.289 10.811  0.352
H -1.472 -23.783 12.231  0.271
H -2.910 -25.127 10.014  -0.048
C -8.436 -32.817 7.151  -0.403
C -7.180 -33.188 6.466  -0.349
O -6.108 -33.220 7.369  -0.538
O -8.490 -31.454 7.538  -0.010
H -8.732 -33.366 8.045  -0.091
H -9.294 -32.969 6.496  0.394
H -6.943 -32.442 5.707  0.087
H -7.234 -34.152 5.960  0.482
H -6.274 -32.462 7.934  0.248
H -8.321 -30.880 6.786  -0.263
C -3.055 -28.987 12.767  -0.115
C -2.675 -27.627 12.350  -0.042
O -1.361 -27.097 12.506  -0.678
O -3.111 -29.846 11.657  -0.041
H -4.012 -28.982 13.289  -0.208
H -2.420 -29.324 13.587  0.512
H -3.235 -26.895 12.931  0.288
H -3.050 -27.313 11.375  -0.099
H -1.473 -26.173 12.268  0.393
H -2.745 -30.714 11.842  0.125
C -10.515 -28.072 9.157  1.656
C -10.760 -29.511 9.399  -0.281
O -10.729 -30.359 8.260  -0.526
O -11.584 -27.553 8.358  -0.666
H -9.562 -27.925 8.648  -0.193
H -10.515 -27.427 10.036  -0.701
H -11.686 -29.857 9.857  0.134
H -10.003 -29.829 10.116  -0.090
H -9.850 -30.707 8.096  0.567
H -11.026 -27.128 7.702  0.299
C -4.603 -29.316 6.321  0.688
C -3.880 -30.654 6.232  -0.254
O -2.727 -30.374 5.491  -0.604
O -5.082 -28.802 5.024  -0.452
H -3.906 -28.605 6.765  -0.195
H -5.459 -29.439 6.985  -0.074
H -4.429 -31.360 5.608  0.084
H -3.658 -31.092 7.206  0.380
H -1.962 -30.801 5.883  0.418
H -4.415 -28.742 4.337  0.347
C -11.173 -31.375 13.734  -0.504
C -12.589 -30.642 13.701  -0.372
O -13.711 -31.384 14.201  -0.572
O -10.272 -30.818 12.860  0.499
H -11.272 -32.447 13.560  0.307
H -10.756 -31.335 14.740  0.553
H -12.745 -30.398 12.650  -0.084
H -12.536 -29.666 14.184  0.388
H -13.619 -31.250 15.148  0.354
H -10.450 -31.140 11.973  -0.454
C -9.880 -24.318 8.482  0.644
O -9.863 -25.274 7.777  -0.512
N -10.837 -23.486 8.557  -0.397
N -8.972 -24.088 9.389  0.012
H -11.602 -23.454 7.898  0.171
H -10.736 -22.821 9.311  0.090
H -8.317 -24.823 9.613  -0.062
H -9.216 -23.394 10.081  0.142
C -4.195 -24.978 5.818  0.681
O -4.144 -24.747 4.613  -0.830
N -3.463 -24.296 6.650  0.150
N -4.862 -25.974 6.313  0.787
H -2.691 -23.729 6.329  0.171
H -3.421 -24.630 7.602  -0.200
H -4.644 -26.345 7.227  -0.458
H -5.315 -26.680 5.751  0.087
C -1.209 -33.176 11.830  0.605
O -2.199 -32.411 12.026  -0.662
N -0.078 -33.062 12.408  -0.418
N -1.275 -34.247 11.110  -0.344
H 0.049 -32.308 13.068  0.242
H 0.720 -33.609 12.118  0.141
H -0.429 -34.789 11.012  0.144
H -2.170 -34.710 11.045  0.249

Summary:
- net charge = 0
- orbital gap (eV) = 8.08
- DFT total energy (Eh) = -4731.75717
- HOMO energy (eV) = -8.1

---

No. 3
ORCA calculation (ωB97M-V/def2-TZVPD) on an isolated molecule of C18H18FN5O2 in a non-equilibrium geometry.

Last column: natural (NBO) charge in e.
Geometry (Å):
C 3.690 1.903 -0.822  -0.253
H 4.270 1.178 -0.242  0.176
O 3.860 1.714 -2.207  -0.490
C 3.441 0.546 -2.762  0.323
C 3.604 0.430 -4.144  -0.246
C 3.201 -0.716 -4.794  -0.183
C 2.629 -1.762 -4.087  -0.268
C 2.472 -1.660 -2.715  0.074
C 2.881 -0.509 -2.052  -0.354
H 2.751 -0.441 -0.984  0.231
C 1.856 -2.797 -1.930  -0.252
N 0.797 -2.348 -1.067  -0.201
C 0.862 -1.892 0.205  0.367
N 1.976 -1.715 0.964  -0.819
H 2.736 -2.367 0.844  0.387
H 1.731 -1.492 1.924  0.439
C -0.459 -1.555 0.514  -0.134
N -1.216 -1.829 -0.576  -0.211
N -0.479 -2.292 -1.500  -0.064
C -0.924 -1.062 1.804  0.652
O -0.149 -0.876 2.737  -0.672
N -2.256 -0.867 1.876  -0.593
H -2.794 -1.025 1.037  0.418
C -2.910 -0.342 3.048  -0.244
C -3.533 1.009 2.803  -0.056
C -2.846 1.970 2.069  -0.177
C -3.400 3.215 1.841  -0.277
C -4.652 3.491 2.361  0.397
C -5.357 2.557 3.098  -0.278
C -4.789 1.314 3.311  -0.190
H -5.329 0.574 3.883  0.213
H -6.330 2.805 3.489  0.230
F -5.201 4.705 2.144  -0.326
H -2.878 3.968 1.272  0.230
H -1.868 1.739 1.676  0.221
H -2.129 -0.259 3.813  0.247
H -3.670 -1.047 3.399  0.200
H 1.421 -3.527 -2.617  0.240
H 2.620 -3.292 -1.319  0.209
H 2.305 -2.653 -4.603  0.212
H 3.326 -0.796 -5.863  0.217
H 4.044 1.256 -4.680  0.224
H 4.060 2.906 -0.615  0.202
H 2.636 1.839 -0.532  0.181

Summary:
- structure (SMILES) = COc1cccc(Cn2nnc(C(=O)NCc3ccc(F)cc3)c2N)c1
- net charge = 0
- orbital gap (eV) = 9.26
- DFT total energy (Eh) = -1220.85553
- HOMO energy (eV) = -8.7

---

No. 4
ORCA calculation (ωB97M-V/def2-TZVPD) on an isolated molecule of CHN4P3S in a non-equilibrium geometry.

Last column: natural (NBO) charge in e.
Geometry (Å):
C 2.836 0.613 -0.049  0.008
N 3.389 1.316 0.665  -0.318
N -2.835 -0.661 0.095  -1.413
N -0.405 -1.728 -0.226  -1.380
N -0.697 0.922 0.182  -1.245
P -2.362 0.797 -0.159  1.383
P -1.999 -2.106 -0.090  1.356
P 0.410 -0.590 0.525  1.189
S 1.881 -0.325 -1.040  0.010
H -0.217 1.762 0.097  0.410

Summary:
- structure (SMILES) = N#CSP1N=PN=PN1
- net charge = 0
- orbital gap (eV) = 7.55
- DFT total energy (Eh) = -1680.00715
- HOMO energy (eV) = -9.3